{"formula": "C4H12O3", "method": "ωB97M-V/def2-TZVPD", "symbols": ["C", "C", "C", "C", "H", "H", "H", "H", "H", "H", "O", "H", "H", "O", "H", "H", "O", "H", "H"], "coordinates": [[1.4946, 1.7393, -2.6947], [1.1781, 0.7396, -1.8574], [1.5999, -0.6279, -2.2367], [0.9532, -1.7092, -1.7829], [1.7400, 1.4503, -3.7137], [1.7418, 2.7786, -2.5098], [0.4432, 0.6880, -1.0610], [2.4393, -0.8373, -2.8896], [1.3239, -2.7151, -1.9213], [0.0086, -1.5548, -1.2750], [0.4021, 1.0119, 1.8944], [1.2395, 0.6808, 2.2282], [-0.2330, 0.8775, 2.6135], [-2.3920, -1.1474, 1.0439], [-2.3925, -2.0121, 0.6339], [-2.5637, -0.5328, 0.3220], [-1.9637, 0.1946, 3.5007], [-1.6047, -0.4528, 4.1249], [-1.7314, -0.2580, 2.6723]], "lowdin_charge": [0.0002, -0.1805, -0.2027, -0.0005, 0.0529, 0.0510, 0.0883, 0.0958, 0.0498, 0.0422, -0.0640, 0.0343, -0.0050, -0.0388, 0.0464, 0.0578, -0.0698, 0.0520, -0.0093], "spin_multiplicity": 1, "smiles": "C=CC=C.O.O.O", "relative_energy_kcal_mol": 51.0, "homo_lumo_gap_ha": 0.3356, "homo_energy_ev": -8.616, "total_energy_ha": -385.24051, "lumo_ev": 0.52}

{"formula": "C2H10N2O2", "method": "ωB97M-V/def2-TZVPD", "symbols": ["N", "C", "C", "N", "H", "H", "H", "H", "H", "H", "O", "H", "H", "O", "H", "H"], "coordinates": [[-1.3916, -0.5381, 1.4999], [-0.0880, -0.8535, 1.0379], [0.5991, -0.0036, 0.2975], [1.9030, -0.1835, -0.2221], [-1.7780, 0.1934, 0.9283], [-1.9322, -1.3181, 1.8178], [0.0574, -1.8851, 1.3043], [0.1238, 0.9558, 0.1108], [1.9567, -1.0101, -0.7937], [2.6845, -0.0927, 0.4013], [0.0506, 3.2751, -0.2534], [-0.8674, 3.0670, -0.0478], [0.5353, 2.5313, 0.1138], [-0.6304, -1.5790, -1.6493], [-1.0284, -0.7842, -2.0468], [-0.1945, -1.7747, -2.4984]], "lowdin_charge": [0.0326, -0.2052, -0.2786, 0.0131, 0.0696, 0.0692, 0.1121, 0.0616, 0.0548, 0.0629, -0.0606, 0.0312, -0.0052, -0.0647, 0.0552, 0.0520], "spin_multiplicity": 1, "smiles": "N/C=C/N.O.O", "relative_energy_kcal_mol": 41.6, "homo_lumo_gap_ha": 0.3139, "homo_energy_ev": -7.914, "total_energy_ha": -342.12765, "lumo_ev": 0.63}

{"formula": "C5H14", "method": "ωB97M-V/def2-TZVPD", "symbols": ["C", "C", "C", "H", "H", "H", "H", "H", "H", "H", "H", "C", "C", "H", "H", "H", "H", "H", "H"], "coordinates": [[-0.8483, -0.0476, 1.0230], [-2.3481, 0.0656, 1.1433], [-0.2114, -1.1599, 1.7793], [-0.5664, 0.0723, -0.1165], [-0.2706, 0.8500, 1.3385], [-2.7659, 0.6448, 0.3280], [-0.0782, -0.9242, 2.8436], [-0.7772, -2.0884, 1.7126], [-2.5247, 0.5591, 2.1137], [-2.7917, -0.9282, 1.1253], [0.8044, -1.3717, 1.3949], [1.2543, 0.6526, -1.1514], [1.8674, 0.4320, -2.5354], [0.4980, -0.1974, -1.0163], [1.9818, 0.5651, -0.3469], [0.6994, 1.5777, -1.0581], [1.3339, -0.2945, -3.1517], [2.9138, 0.1670, -2.4305], [1.8297, 1.4256, -2.9954]], "lowdin_spin": [0.2857, 0.0970, 0.0590, 0.1212, 0.0442, 0.0038, 0.0312, 0.0050, 0.0485, 0.0026, 0.0149, 0.1383, 0.0567, 0.0590, 0.0063, -0.0007, 0.0086, 0.0069, 0.0117], "spin_multiplicity": 2, "charge": 1, "relative_energy_kcal_mol": 2.4, "homo_lumo_gap_ha": [0.4860, 0.2291], "homo_energy_ev": [-16.179, -16.188], "total_energy_ha": -198.48313, "lumo_ev": [-2.95, -9.95]}

{"formula": "C52H55ClCuN8O7S2", "method": "ωB97M-V/def2-TZVPD", "symbols": ["Cu", "C", "C", "C", "C", "C", "C", "C", "S", "O", "O", "N", "C", "C", "C", "C", "C", "C", "C", "C", "N", "C", "H", "H", "H", "H", "H", "H", "H", "H", "H", "H", "H", "H", "H", "C", "C", "C", "C", "C", "C", "C", "S", "O", "O", "O", "H", "H", "H", "H", "H", "H", "H", "C", "C", "C", "C", "C", "O", "C", "C", "C", "C", "C", "C", "Cl", "C", "C", "C", "N", "C", "N", "C", "N", "H", "H", "H", "H", "H", "H", "H", "H", "H", "H", "H", "H", "H", "H", "H", "H", "H", "H", "H", "H", "H", "H", "C", "C", "C", "C", "C", "N", "C", "O", "N", "C", "C", "C", "C", "N", "C", "C", "C", "H", "H", "H", "H", "H", "H", "H", "H", "H", "H", "H", "H", "H"], "coordinates": [[0.0725, 2.2860, -0.3095], [5.5488, 0.2222, -4.6647], [4.9107, 0.6719, -3.3755], [3.6981, 1.3508, -3.3759], [3.1209, 1.7872, -2.1893], [3.7608, 1.5373, -0.9835], [4.9795, 0.8666, -0.9662], [5.5416, 0.4360, -2.1541], [3.1106, 2.0887, 0.5798], [2.6316, 0.9436, 1.3123], [4.1726, 2.8259, 1.2135], [1.8332, 3.0174, 0.2358], [2.0271, 4.3594, -0.1759], [3.2118, 5.0570, -0.3268], [3.2182, 6.4156, -0.7058], [2.0709, 7.1063, -0.9556], [0.8375, 6.4251, -0.8624], [-0.4055, 7.0167, -1.1786], [-1.5535, 6.2808, -1.1264], [-1.4766, 4.9272, -0.7589], [-0.3410, 4.3566, -0.4423], [0.8237, 5.0648, -0.4837], [4.8365, 0.2479, -5.4878], [5.9437, -0.7899, -4.5757], [6.3837, 0.8777, -4.9237], [3.1919, 1.5460, -4.3155], [2.1793, 2.3191, -2.2151], [5.4779, 0.6968, -0.0177], [6.4899, -0.0896, -2.1386], [4.1493, 4.5669, -0.1267], [4.1748, 6.9173, -0.7966], [2.0877, 8.1512, -1.2446], [-0.4216, 8.0553, -1.4914], [-2.5120, 6.7128, -1.3813], [-2.3579, 4.2927, -0.7417], [-1.8281, -1.1409, -6.9089], [-2.1660, -0.5546, -5.5611], [-2.4872, 0.7938, -5.4233], [-2.7303, 1.3457, -4.1757], [-2.6584, 0.5400, -3.0454], [-2.3628, -0.8115, -3.1622], [-2.1266, -1.3511, -4.4188], [-2.6688, 1.3072, -1.4449], [-3.7911, 2.2093, -1.3646], [-2.6276, 0.2628, -0.4513], [-1.3929, 2.1296, -1.4926], [-2.1275, -0.4750, -7.7190], [-2.3201, -2.1030, -7.0556], [-0.7515, -1.3043, -6.9905], [-2.5354, 1.4215, -6.3065], [-2.9704, 2.3980, -4.0651], [-2.3270, -1.4235, -2.2699], [-1.8979, -2.4070, -4.5167], [-2.1626, -2.5174, 2.5278], [-1.7494, -3.5862, 1.4986], [-2.5928, -4.8461, 1.7339], [-2.1200, -3.0565, 0.1076], [-0.2325, -3.9280, 1.6798], [-0.0045, -4.2991, 3.0581], [0.3080, -5.1344, 0.8754], [0.5403, -5.0881, -0.6475], [-0.5649, -5.6243, -1.5329], [-1.1434, -6.8711, -1.3176], [-2.1174, -7.3737, -2.1711], [-2.5027, -6.6294, -3.2730], [-3.6965, -7.2629, -4.3673], [-1.9410, -5.3874, -3.5172], [-0.9816, -4.8953, -2.6441], [0.7041, -2.6950, 1.6368], [0.5724, -1.6845, 0.5992], [0.2438, -0.4165, 0.8007], [0.4055, 0.2628, -0.3121], [0.8627, -0.6584, -1.1977], [0.9861, -1.8600, -0.6841], [-3.2531, -2.4642, 2.5766], [-1.8066, -1.5246, 2.2349], [-1.7863, -2.7483, 3.5249], [-3.6494, -4.5800, 1.6670], [-2.4331, -5.2861, 2.7234], [-2.4031, -5.6046, 0.9714], [-3.1719, -2.7570, 0.1229], [-2.0054, -3.8227, -0.6592], [-1.5549, -2.1733, -0.1767], [-0.4098, -5.1583, 3.2096], [-0.3306, -5.9879, 1.1161], [1.2707, -5.3347, 1.3481], [1.4234, -5.7017, -0.8451], [0.7890, -4.0797, -0.9640], [-0.8280, -7.4791, -0.4757], [-2.5697, -8.3405, -1.9865], [-2.2597, -4.8145, -4.3805], [-0.5478, -3.9156, -2.8205], [1.7336, -3.0507, 1.6336], [0.5429, -2.1766, 2.5787], [-0.1229, 0.0016, 1.7266], [1.0922, -0.4419, -2.2299], [-1.9592, -1.7735, 4.5616], [-0.9251, -0.6841, 4.7067], [0.3496, -0.8313, 4.1694], [1.2944, 0.1776, 4.2740], [0.9932, 1.3620, 4.9393], [1.9976, 2.3552, 5.0151], [1.9203, 3.7336, 5.0496], [2.8301, 4.4067, 5.4912], [0.7894, 4.3483, 4.5274], [-0.1524, 3.8485, 3.6088], [-1.4246, 4.3990, 3.5511], [-2.3687, 3.8389, 2.7111], [-2.0107, 2.7521, 1.9353], [-0.7673, 2.2513, 1.9380], [0.1326, 2.7854, 2.7648], [-0.2629, 1.5089, 5.5141], [-1.2090, 0.5011, 5.3807], [-1.5126, -2.7595, 4.7013], [-2.4073, -1.7537, 3.5640], [-2.7604, -1.6523, 5.2908], [0.6111, -1.7511, 3.6528], [2.2776, 0.0563, 3.8272], [2.9449, 2.0306, 5.1063], [0.7912, 5.3393, 4.6991], [-1.6721, 5.2506, 4.1769], [-3.3788, 4.2282, 2.6747], [-2.7248, 2.2608, 1.2841], [1.1137, 2.3304, 2.7631], [-0.5011, 2.4084, 6.0699], [-2.1894, 0.6398, 5.8248]], "lowdin_spin": [0.7458, 0.0000, 0.0000, 0.0000, -0.0004, -0.0003, 0.0000, -0.0001, 0.0031, -0.0004, 0.0060, 0.0503, 0.0054, -0.0001, 0.0008, -0.0007, 0.0016, -0.0029, 0.0032, 0.0040, 0.0670, 0.0035, 0.0000, 0.0000, 0.0000, 0.0000, -0.0005, 0.0000, 0.0000, -0.0001, 0.0001, 0.0001, -0.0001, 0.0005, 0.0010, 0.0001, 0.0004, 0.0000, 0.0005, 0.0015, 0.0005, 0.0002, 0.0050, 0.0039, -0.0010, 0.0475, 0.0000, 0.0000, 0.0000, 0.0000, 0.0000, 0.0000, 0.0000, 0.0000, 0.0000, 0.0000, 0.0000, 0.0000, 0.0000, 0.0000, 0.0001, 0.0000, 0.0000, 0.0000, 0.0000, 0.0000, 0.0000, 0.0000, 0.0003, 0.0007, 0.0017, 0.0505, 0.0026, 0.0022, 0.0000, 0.0000, 0.0000, 0.0000, 0.0000, 0.0000, 0.0000, 0.0000, 0.0000, 0.0000, 0.0000, 0.0000, 0.0000, 0.0001, 0.0000, 0.0000, 0.0000, 0.0000, 0.0001, 0.0000, 0.0001, 0.0000, 0.0000, 0.0000, 0.0000, 0.0000, 0.0000, 0.0000, 0.0000, 0.0000, 0.0000, -0.0001, -0.0003, -0.0001, -0.0008, -0.0018, -0.0008, 0.0000, 0.0000, 0.0000, 0.0000, 0.0000, 0.0000, 0.0000, 0.0000, 0.0000, 0.0000, 0.0000, -0.0001, -0.0001, 0.0000, 0.0000], "spin_multiplicity": 2, "relative_energy_kcal_mol": 137.4, "homo_lumo_gap_ha": [0.2923, 0.2803], "homo_energy_ev": [-8.023, -8.023], "total_energy_ha": -5876.22734, "lumo_ev": [-0.07, -0.40]}

{"formula": "BrClH3N2P", "method": "ωB97M-V/def2-TZVPD", "symbols": ["N", "P", "N", "Cl", "Br", "H", "H", "H"], "coordinates": [[-0.6820, -1.4935, -0.3625], [0.6682, -0.6603, -0.1631], [0.4085, 0.8399, 0.4131], [2.2414, -1.2896, 1.1105], [1.8330, -0.3966, -2.1422], [-0.4657, -2.3816, -0.9833], [-0.5855, 1.0924, 0.1355], [0.5588, 0.7097, 1.4108]], "lowdin_charge": [-0.2869, -0.0823, -0.1926, 0.1970, 0.2113, 0.0308, 0.0981, 0.0246], "spin_multiplicity": 1, "smiles": "N=[P@@](N)(Cl)Br", "relative_energy_kcal_mol": 5.8, "homo_lumo_gap_ha": 0.3552, "homo_energy_ev": -9.912, "total_energy_ha": -3486.91661, "lumo_ev": -0.25}

{"formula": "C12H21N3O15", "method": "ωB97M-V/def2-TZVPD", "symbols": ["C", "N", "O", "O", "H", "H", "H", "C", "N", "O", "O", "H", "H", "H", "C", "N", "O", "O", "H", "H", "H", "O", "C", "O", "C", "C", "O", "H", "H", "H", "H", "O", "C", "O", "C", "C", "O", "H", "H", "H", "H", "O", "C", "O", "C", "C", "O", "H", "H", "H", "H"], "coordinates": [[5.8226, 9.5798, 13.4024], [6.1752, 8.3499, 14.1744], [7.3033, 7.9668, 13.9867], [5.3549, 7.8723, 14.9251], [5.8985, 9.4356, 12.3363], [6.6005, 10.3639, 13.6787], [4.8146, 9.9113, 13.7446], [10.9222, 11.7355, 6.7338], [11.3465, 11.1147, 5.4379], [12.4441, 11.5191, 5.0350], [10.6625, 10.2322, 4.9819], [11.4256, 11.1928, 7.5663], [9.8574, 11.7150, 6.8474], [11.2794, 12.7484, 6.7470], [8.3088, 8.6311, 10.2543], [9.8291, 8.7058, 10.2401], [10.4263, 9.7501, 10.1062], [10.3546, 7.5819, 10.3184], [7.9906, 9.5620, 9.7482], [8.0071, 8.6082, 11.3308], [8.0526, 7.6610, 9.7673], [8.6320, 9.2618, 7.4666], [8.2920, 9.2979, 6.3443], [8.4280, 8.2785, 5.4552], [7.9944, 8.6397, 4.1217], [7.6530, 10.1137, 4.2513], [7.8448, 10.3832, 5.6289], [8.8209, 8.4440, 3.3965], [7.2871, 7.8425, 3.8187], [6.5978, 10.3208, 3.9868], [8.2643, 10.7872, 3.6106], [8.8532, 10.9995, 15.3649], [9.0366, 9.9886, 15.9386], [8.8265, 9.8493, 17.2822], [9.3996, 8.5998, 17.6573], [9.0624, 7.7740, 16.4624], [9.1766, 8.7691, 15.3662], [10.5379, 8.6310, 17.8063], [8.8741, 8.3103, 18.5899], [7.9854, 7.4804, 16.5091], [9.6533, 6.8758, 16.3115], [11.8367, 6.2975, 17.2906], [12.0479, 6.6339, 16.1434], [11.7287, 5.9531, 15.0616], [12.0345, 6.6117, 13.8581], [12.6854, 7.9301, 14.3183], [12.6539, 7.8071, 15.7819], [12.6326, 6.0242, 13.1675], [11.0433, 6.7902, 13.3343], [12.2398, 8.9221, 14.0709], [13.6800, 7.9571, 13.9610]], "lowdin_charge": [0.0439, -0.4365, 0.0530, 0.0765, 0.0750, 0.1197, 0.1070, 0.0565, -0.4053, 0.0587, 0.0854, 0.1197, 0.0759, 0.0883, 0.0303, -0.4256, 0.0601, 0.0181, 0.0862, 0.0842, 0.1095, 0.1619, -0.5546, 0.0413, -0.1088, -0.1361, 0.0212, 0.1340, 0.1330, 0.1320, 0.1358, 0.1637, -0.5807, 0.0487, -0.1349, -0.0897, 0.0123, 0.1526, 0.1471, 0.1368, 0.1114, 0.1258, -0.5889, 0.0653, -0.1053, -0.0684, 0.0426, 0.1292, 0.1450, 0.1431, 0.1041], "spin_multiplicity": 1, "smiles": "C[N+](=O)[O-].C[N+](=O)[O-].C[N+](=O)[O-].O=C1OCCO1.O=C1OCCO1.O=C1OCCO1", "homo_lumo_gap_ha": 0.4056, "homo_energy_ev": -10.947, "total_energy_ha": -1762.42902, "lumo_ev": 0.09}